6
Properties=species:S:1:pos:R:3:mulliken_charge:R:1 method="wB97M-V/def2-TZVPD" lumo_energy_ha="-0.03088 / -0.02246" charge=0 homo_lumo_gap_ev="9.105 / 8.777"
C -0.240 -0.657 0.183 -0.608
C -0.277 0.595 -0.034 0.011
Cl -0.490 1.717 1.351 -0.193
H 1.424 -1.347 -1.377 0.012
H -0.410 -1.546 0.670 0.413
H -0.007 1.238 -0.794 0.365

***

19
Properties=species:S:1:pos:R:3:mulliken_charge:R:1 method="wB97M-V/def2-TZVPD" lumo_energy_ha=0.03851 charge=0 smiles="C=CCC.CC=O" homo_lumo_gap_ev=10.448
C 0.927 -2.018 0.118 -0.757
C 1.553 -0.868 0.358 -0.168
C 1.544 0.330 -0.553 -0.158
C 1.243 1.639 0.182 -0.931
H 1.002 -2.858 0.805 0.260
H 0.312 -2.153 -0.769 0.253
H 2.143 -0.763 1.272 0.267
H 0.819 0.168 -1.360 0.192
H 2.531 0.414 -1.028 0.312
H 1.401 2.505 -0.469 0.329
H 0.207 1.669 0.537 0.081
H 1.893 1.756 1.057 0.321
C -2.150 0.110 0.621 -0.883
C -2.296 -0.086 -0.864 0.155
O -1.680 -0.894 -1.520 -0.438
H -1.246 -0.385 0.985 0.177
H -2.132 1.179 0.862 0.286
H -3.028 -0.316 1.124 0.357
H -3.043 0.570 -1.359 0.346

***

20
Properties=species:S:1:pos:R:3:mulliken_charge:R:1 method="wB97M-V/def2-TZVPD" lumo_energy_ha=0.03783 charge=0 smiles="C1=CN(n2cccc2)CC1" homo_lumo_gap_ev=9.433
C -2.158 -1.101 -0.391 -0.487
C -0.971 -1.298 0.155 -0.485
N -0.317 -0.165 0.606 -0.298
N 1.056 -0.195 0.308 0.361
C 1.603 -0.227 -0.977 -0.507
C 2.930 -0.130 -0.950 -0.512
C 3.294 -0.144 0.447 -0.473
C 2.128 -0.201 1.202 -0.468
C -0.970 0.990 0.011 -0.562
C -2.387 0.493 -0.405 -0.419
H -2.756 -1.831 -0.832 0.480
H -0.543 -2.210 0.353 0.517
H 0.936 -0.058 -1.729 0.503
H 3.695 0.133 -1.673 0.385
H 4.294 0.011 0.710 0.430
H 2.012 0.115 2.169 0.424
H -0.367 1.213 -0.861 0.244
H -0.973 1.793 0.765 0.325
H -2.740 0.694 -1.420 0.312
H -3.146 0.816 0.423 0.232

***

67
Properties=species:S:1:pos:R:3:mulliken_charge:R:1 method="wB97M-V/def2-TZVPD" lumo_energy_ha=-0.02431 charge=0 homo_lumo_gap_ev=7.633
Ir 0.205 0.149 -0.133 3.189
O 2.620 -0.189 -3.337 -0.721
C 2.068 -0.040 -2.273 0.116
O 0.818 0.319 -2.108 -0.875
C 2.844 -0.206 -0.968 0.295
C 4.200 -0.421 -0.851 -0.522
C 4.754 -0.510 0.425 -0.580
C 3.944 -0.393 1.547 -0.705
C 2.591 -0.177 1.363 0.629
N 2.105 -0.075 0.136 0.266
C 1.535 0.021 2.446 0.081
O 1.862 -0.014 3.611 -0.726
O 0.348 0.272 1.980 -0.712
H 4.784 -0.513 -1.756 0.611
H 5.816 -0.678 0.540 0.465
H 4.317 -0.464 2.559 0.603
C -2.061 4.386 0.446 -1.570
C -1.603 2.937 0.635 1.156
C -1.693 2.539 2.111 -1.701
P 0.033 2.500 -0.105 -0.248
C 1.390 3.247 0.894 0.892
C 1.197 4.671 1.419 -1.662
C 2.722 3.129 0.141 -1.571
C 0.116 3.204 -1.804 0.803
C -1.093 2.736 -2.620 -1.456
C 0.332 4.712 -1.948 -1.624
H -3.015 4.517 0.963 0.510
H -2.223 4.638 -0.600 0.284
H -1.361 5.105 0.868 0.201
H -2.286 2.295 0.074 -0.089
H -1.150 3.246 2.742 0.270
H -1.294 1.548 2.312 0.250
H -2.740 2.564 2.418 0.536
H 1.421 2.585 1.765 0.226
H 0.980 5.387 0.626 0.249
H 2.121 4.991 1.907 0.501
H 0.404 4.728 2.162 0.313
H 2.884 3.995 -0.502 0.319
H 2.782 2.242 -0.490 0.289
H 3.548 3.088 0.853 0.466
H 0.992 2.698 -2.218 0.169
H -2.007 3.244 -2.309 0.247
H -1.245 1.659 -2.537 0.197
H -0.925 2.966 -3.673 0.516
H -0.469 5.298 -1.503 0.207
H 0.363 4.956 -3.012 0.502
H 1.274 5.042 -1.514 0.313
O 0.860 -3.990 0.736 -0.671
C 0.414 -2.930 0.447 0.720
N -0.067 -1.890 0.124 -0.434
C -3.906 -0.909 0.089 -1.955
C -2.745 -0.792 -0.858 0.895
O -1.909 0.084 -0.613 -0.674
C -2.674 -1.676 -2.031 0.600
C -1.524 -1.716 -2.819 0.092
C -1.461 -2.567 -3.909 -0.989
C -2.545 -3.374 -4.225 -0.431
C -3.704 -3.323 -3.461 -0.785
C -3.768 -2.481 -2.366 -0.793
H -3.697 -0.314 0.974 0.275
H -4.062 -1.949 0.369 0.522
H -4.821 -0.546 -0.384 0.426
H -0.686 -1.079 -2.584 0.594
H -0.562 -2.596 -4.510 0.476
H -2.488 -4.047 -5.071 0.396
H -4.554 -3.941 -3.718 0.404
H -4.675 -2.448 -1.779 0.424

***

13
Properties=species:S:1:pos:R:3:mulliken_charge:R:1 method="wB97M-V/def2-TZVPD" lumo_energy_ha=0.00737 charge=0 homo_lumo_gap_ev=8.563
C 1.096 1.270 0.017 -0.985
C -0.600 -0.433 -0.256 0.622
H 0.844 1.728 1.236 0.223
H 2.049 1.382 -0.237 0.497
H 0.370 2.041 -0.676 0.311
H 2.017 -0.858 0.665 0.312
H -3.445 0.446 0.382 0.402
N 0.694 -0.066 -0.410 0.176
N 1.447 -1.166 -0.297 -0.222
N 0.581 -2.188 0.115 -0.336
N -0.509 -1.828 -0.205 -0.109
N -1.690 0.221 -0.299 -0.469
O -2.855 -0.551 -0.035 -0.423

***

17
Properties=species:S:1:pos:R:3:mulliken_charge:R:1 method="wB97M-V/def2-TZVPD" lumo_energy_ha=-0.14355 charge=+1 homo_lumo_gap_ev=10.155
C 2.503 -1.552 0.074 -0.884
N 1.080 -1.079 0.082 -0.133
C 0.818 0.219 0.048 0.624
Cl 1.971 1.402 -0.050 -0.104
N -0.477 0.810 -0.124 0.126
C -1.721 0.044 -0.247 -1.015
C -0.684 2.169 0.224 -1.216
H 2.395 -2.577 -0.355 0.336
H 2.781 -1.796 0.998 0.325
H 2.979 -0.767 -0.525 0.383
H 0.254 -1.585 -0.175 0.225
H -1.519 -0.828 -0.861 0.365
H -2.072 -0.472 0.800 0.338
H -2.604 0.583 -0.476 0.396
H -0.629 2.965 -0.628 0.325
H -1.632 2.375 0.505 0.432
H -0.120 2.613 0.980 0.478

***

Energy relative to the best compared isomer or geometry (same formula, charge and spin), record by record: 119.76, 31.57, 55.85, 6.38, 174.59, 44.92 kcal/mol